# 1
This record from the Open Molecules 2025 dataset describes C38H39BN5O2S3SbSn as an isolated structure. The level of theory is ωB97M-V/def2-TZVPD.

Calculated values
LUMO ... -6.6 eV
HOMO-LUMO gap ... 5.385 eV
2S+1 ... 1
E_HOMO ... -11.968 eV
Energy relative to the best compared isomer or geometry (same formula, charge and spin) ... 51.7 kcal/mol
Charge ... +2

CARTESIAN COORDINATES (ANGSTROEM)
Sn 0.543 -0.072 1.254
C 0.158 0.878 4.488
C 0.241 2.103 3.561
N 1.277 1.953 2.539
C 2.642 1.933 3.084
C 3.519 0.947 2.309
N 2.840 -0.330 2.072
C 2.813 -1.302 3.173
C 1.876 -0.898 4.314
N 0.587 -0.364 3.824
H -0.875 0.787 4.820
H 0.760 1.053 5.382
H 0.404 3.003 4.165
H -0.714 2.227 3.038
H 1.189 2.766 1.928
H 2.602 1.654 4.131
H 3.100 2.924 3.034
H 4.467 0.808 2.839
H 3.729 1.373 1.324
H 3.351 -0.791 1.320
H 3.819 -1.461 3.578
H 2.456 -2.245 2.741
H 2.369 -0.153 4.936
H 1.710 -1.775 4.944
H -0.123 -1.069 4.004
C -1.200 6.610 2.313
C -0.015 6.206 1.720
C 0.045 4.997 1.046
C -1.078 4.185 0.964
C -2.257 4.581 1.575
C -2.319 5.796 2.241
Sb -0.927 2.337 -0.153
C -2.979 1.720 -0.174
C -3.236 0.442 0.301
C -4.524 -0.065 0.307
C -5.569 0.709 -0.172
C -5.322 1.993 -0.628
C -4.032 2.503 -0.624
C -0.548 3.192 -2.086
C -1.555 3.431 -3.004
C -1.248 4.052 -4.204
C 0.058 4.412 -4.488
C 1.067 4.131 -3.582
C 0.764 3.526 -2.376
H -1.252 7.557 2.828
H 0.862 6.833 1.778
H 0.968 4.703 0.557
H -3.134 3.950 1.531
H -3.244 6.106 2.703
H -2.404 -0.171 0.679
H -4.716 -1.058 0.684
H -6.574 0.315 -0.180
H -6.136 2.604 -0.985
H -3.852 3.516 -0.961
H -2.573 3.125 -2.806
H -2.032 4.267 -4.914
H 0.297 4.902 -5.418
H 2.088 4.384 -3.810
H 1.557 3.296 -1.674
S 5.187 -6.620 -0.664
C 4.001 -5.523 -0.770
S 4.329 -3.770 -0.993
C 2.623 -3.502 -0.746
N 1.921 -4.552 -0.569
N 2.643 -5.671 -0.636
C 1.935 -6.899 -0.568
C 2.441 -8.076 -1.107
C 1.710 -9.244 -0.987
C 0.474 -9.241 -0.364
C -0.053 -8.051 0.114
C 0.673 -6.882 0.020
S 2.040 -1.845 -0.593
H 3.387 -8.090 -1.622
H 2.112 -10.161 -1.385
H -0.081 -10.159 -0.261
H -1.032 -8.038 0.566
H 0.273 -5.948 0.386
O -0.239 -2.374 -2.259
B 0.757 -1.561 -1.839
O 0.719 -0.313 -2.402
C -0.287 -0.395 -3.348
C -0.639 0.508 -4.330
C -1.690 0.136 -5.155
C -2.348 -1.076 -4.995
C -1.962 -2.004 -4.037
C -0.899 -1.646 -3.233
H -0.106 1.434 -4.471
H -1.993 0.799 -5.951
H -3.168 -1.314 -5.654
H -2.448 -2.959 -3.938



# 2
This record from the Open Molecules 2025 dataset describes a 5-piece molecular cluster, C38H39BrClFN3O19 overall. The level of theory is ωB97M-V/def2-TZVPD.

Calculated values
LUMO ... -3.3 eV
HOMO-LUMO gap ... 7.232 eV
2S+1 ... 1
E_HOMO ... -10.523 eV
Charge ... +1

CARTESIAN COORDINATES (ANGSTROEM)
C 5.302 -2.051 -4.084
C 4.306 -1.322 -5.012
C 3.317 -0.577 -4.134
O 2.554 0.370 -4.880
C 1.424 0.819 -4.163
C 1.434 2.367 -4.054
N 2.805 2.835 -4.316
C 3.181 3.745 -3.437
N 4.377 4.257 -3.284
C 5.524 3.891 -4.115
Br 5.918 1.999 -3.892
C 6.712 4.776 -3.704
C 8.096 4.178 -3.981
N 2.125 4.114 -2.594
C 1.130 2.999 -2.639
C 1.392 2.054 -1.475
C 1.323 2.717 -0.122
O 0.358 2.727 0.567
F 2.469 3.312 0.259
C -0.286 3.621 -2.758
C -0.822 4.455 -1.604
O -1.859 4.211 -1.094
Cl 0.114 5.827 -1.036
H 5.565 -1.426 -3.228
H 6.183 -2.400 -4.617
H 4.794 -2.921 -3.659
H 3.769 -2.113 -5.537
H 4.824 -0.656 -5.701
H 3.849 -0.041 -3.339
H 2.681 -1.324 -3.650
H 1.391 0.321 -3.195
H 0.547 0.522 -4.744
H 0.794 2.743 -4.854
H 3.161 2.850 -5.261
H 4.474 4.938 -2.542
H 5.252 4.093 -5.150
H 6.633 5.011 -2.641
H 6.648 5.690 -4.298
H 8.139 3.697 -4.957
H 8.816 4.998 -3.974
H 8.412 3.495 -3.196
H 1.746 4.950 -3.036
H 2.405 1.649 -1.596
H 0.723 1.198 -1.502
H -0.248 4.292 -3.621
H -1.019 2.835 -2.932
C -6.113 3.351 1.552
C -7.379 3.153 1.160
C -7.728 2.867 -0.277
O -8.900 2.679 -0.545
C -6.658 2.834 -1.256
C -5.391 3.038 -0.867
C -5.037 3.297 0.579
O -3.864 3.447 0.860
O -4.377 3.020 -1.726
O -8.409 3.188 1.995
H -5.851 3.553 2.581
H -6.924 2.644 -2.286
H -3.543 3.208 -1.251
H -9.197 3.009 1.443
C 4.249 -2.951 1.901
C 4.089 -2.001 0.974
C 3.395 -2.270 -0.336
O 3.281 -1.329 -1.116
C 2.915 -3.597 -0.605
C 3.071 -4.568 0.319
C 3.746 -4.292 1.649
O 3.838 -5.208 2.438
O 2.655 -5.798 0.130
O 4.523 -0.752 1.126
H 4.744 -2.766 2.844
H 2.434 -3.780 -1.555
H 2.867 -6.328 0.932
H 4.275 -0.285 0.307
C 0.737 -9.308 2.263
C 0.195 -10.262 3.038
C 0.968 -10.914 4.161
O 0.388 -11.755 4.820
C 2.341 -10.506 4.382
C 2.879 -9.556 3.606
C 2.096 -8.891 2.502
O 2.669 -8.025 1.858
O 4.126 -9.126 3.744
O -1.040 -10.703 2.887
H 0.193 -8.834 1.458
H 2.891 -10.988 5.178
H 4.258 -8.436 3.066
H -1.173 -11.385 3.576
C -10.599 3.310 7.494
C -9.945 2.300 8.085
C -8.767 1.618 7.432
O -8.224 0.722 8.053
C -8.356 2.060 6.115
C -9.011 3.069 5.522
C -10.173 3.766 6.187
O -10.695 4.682 5.577
O -8.700 3.530 4.319
O -10.270 1.822 9.277
H -11.442 3.806 7.954
H -7.521 1.555 5.650
H -9.331 4.256 4.145
H -9.635 1.102 9.462



# 3
This record from the Open Molecules 2025 dataset describes C38H39BrCuN6O5Si2 as an isolated structure. The level of theory is ωB97M-V/def2-TZVPD.

Calculated values
LUMO (alpha / beta) ... 3.9 / 3.9 eV
HOMO-LUMO gap (alpha / beta) ... 4.293 / 5.075 eV
2S+1 ... 2
E_HOMO (alpha / beta) ... -0.345 / -1.128 eV
Energy relative to the best compared isomer or geometry (same formula, charge and spin) ... 4.7 kcal/mol
Charge ... -2
<S²> ... 0.777

CARTESIAN COORDINATES (ANGSTROEM)
Cu -0.171 -0.496 -0.566
C -0.361 3.257 2.107
Si 1.054 2.010 2.052
C 2.278 2.525 0.728
C 1.881 1.942 3.766
C 2.590 2.826 4.582
C 3.037 2.414 5.828
C 2.781 1.117 6.271
C 2.079 0.230 5.470
C 1.626 0.629 4.210
Si 0.675 -0.202 2.767
C 1.679 -1.630 2.078
C -1.034 -0.730 3.307
H -0.060 4.127 2.696
H -1.258 2.822 2.550
H -0.617 3.587 1.100
H 3.024 3.199 1.156
H 1.769 3.048 -0.081
H 2.776 1.654 0.298
H 2.799 3.838 4.249
H 3.591 3.099 6.462
H 3.136 0.805 7.248
H 1.889 -0.776 5.830
H 2.423 -1.954 2.809
H 2.187 -1.332 1.158
H 1.021 -2.465 1.831
H -0.979 -1.284 4.248
H -1.476 -1.353 2.529
H -1.684 0.137 3.439
C -2.147 4.524 -6.361
O -0.872 4.337 -5.812
C -0.175 3.209 -6.242
C 1.038 2.953 -5.606
C 1.788 1.837 -5.921
C 1.365 0.912 -6.914
C 0.164 1.234 -7.572
C -0.600 2.347 -7.242
N 2.052 -0.203 -7.316
N 2.939 -0.758 -6.479
C 2.623 -0.805 -5.131
C 3.636 -0.671 -4.193
C 3.391 -0.551 -2.816
C 2.109 -0.556 -2.282
O 1.837 -0.271 -1.028
C 1.057 -0.863 -3.214
N -0.199 -0.974 -2.694
C -1.187 -1.351 -3.464
C -1.017 -1.643 -4.829
C 0.217 -1.458 -5.389
C 1.305 -1.027 -4.599
H -2.573 5.402 -5.876
H -2.796 3.659 -6.180
H -2.105 4.702 -7.442
H 1.391 3.661 -4.864
H 2.720 1.660 -5.401
H -0.182 0.557 -8.344
H -1.533 2.512 -7.766
H 4.647 -0.574 -4.573
H 4.216 -0.377 -2.133
H -2.159 -1.448 -2.987
H -1.856 -1.987 -5.419
H 0.383 -1.638 -6.443
C -4.768 1.967 -0.431
N -3.413 1.983 -0.952
C -3.168 2.403 -2.219
C -1.929 2.427 -2.741
C -0.882 1.911 -1.903
N -1.120 1.437 -0.682
C -2.361 1.543 -0.110
O -2.597 1.289 1.053
N 0.378 1.893 -2.365
H -5.279 2.892 -0.703
H -4.709 1.878 0.649
H -5.322 1.111 -0.823
H -4.037 2.720 -2.784
H -1.733 2.761 -3.749
H 0.503 1.919 -3.368
H 1.021 1.270 -1.862
Br -2.768 -6.067 -0.959
C -1.073 -5.236 -1.260
C -0.141 -6.042 -1.901
C 1.133 -5.563 -2.161
C 1.479 -4.286 -1.747
C 0.543 -3.508 -1.088
C -0.763 -3.944 -0.848
C -1.748 -2.952 -0.215
O -2.950 -3.134 -0.404
O -1.205 -1.959 0.355
H -0.426 -7.041 -2.201
H 1.845 -6.188 -2.687
H 2.462 -3.880 -1.947
H 0.814 -2.512 -0.760